# 1
Below is a molecular structure, C5H6N2, with properties calculated with ωB97M-V/def2-TZVPD.

energy relative to the best compared isomer or geometry (same formula, charge and spin): 333.23 kJ/mol
lowest unoccupied orbital energy: 1.2323 eV
gap between HOMO and LUMO: 11.0 eV

The geometry in XYZ format:
```
13
Properties=species:S:1:pos:R:3:forces:R:3
N -0.8362 1.8060 -0.1572 -0.326 -0.181 0.323
C -1.6589 1.0713 0.4391 0.246 0.330 -0.112
C -1.1111 0.4242 -0.7321 -0.004 -0.253 -0.248
C -0.0345 -0.6287 -0.5591 -0.192 0.023 -0.249
C 1.3925 -0.1167 -0.2088 0.048 0.046 -0.020
C 1.0708 -0.8409 1.0643 -0.083 -0.125 0.171
N -0.0999 -1.2853 0.7837 0.353 0.154 0.060
H -1.6816 0.4055 -1.6602 0.099 0.006 0.142
H -0.0758 -1.3615 -1.3714 -0.006 0.104 0.121
H 2.2167 -0.5231 -0.8029 -0.131 0.058 0.077
H 1.4832 0.9719 -0.1336 -0.011 -0.169 0.012
H 1.6042 -0.9930 2.0047 -0.048 -0.007 -0.139
H -2.2695 1.0703 1.3335 0.056 0.014 -0.137
```
Forces are in eV/Å.

# 2
Below is a single C5H6N2 molecule, with properties calculated with ωB97M-V/def2-TZVPD.

energy relative to the best compared isomer or geometry (same formula, charge and spin): 632.44 kJ/mol
lowest unoccupied orbital energy (alpha / beta): -0.3431 / -0.2633 eV
gap between HOMO and LUMO (alpha / beta): 8.8 / 7.6 eV

The geometry in XYZ format:
```
13
Properties=species:S:1:pos:R:3:forces:R:3
N -2.4224 1.2154 0.6615 -0.717 0.817 0.171
C -1.2128 1.1058 0.6571 0.929 -0.343 -0.448
C -0.7917 -0.3126 0.5002 1.206 -0.064 0.324
C -0.3336 -0.6422 -0.9253 0.012 0.055 0.043
C 1.1133 -0.6500 -0.4747 0.421 -0.249 -0.231
C 1.5169 0.5345 0.2522 0.594 0.644 -0.756
N 0.9058 -0.3257 1.0232 -1.302 -0.902 0.573
H -1.3079 -1.0695 1.0809 -0.004 0.174 -0.084
H -0.5749 0.1486 -1.6422 -0.026 -0.195 0.041
H -0.6918 -1.5996 -1.3052 0.035 0.091 0.137
H 1.7955 -1.4674 -0.7046 -0.078 0.233 -0.090
H -0.3125 1.8129 0.4950 -0.905 -0.177 0.252
H 2.3161 1.2498 0.3819 -0.165 -0.084 0.068
```
Forces are in eV/Å.

# 3
Below is a molecular structure, C5H6N2, with properties calculated with ωB97M-V/def2-TZVPD.

energy relative to the best compared isomer or geometry (same formula, charge and spin): 584.28 kJ/mol
lowest unoccupied orbital energy: -0.1705 eV
gap between HOMO and LUMO: 8.7 eV

The geometry in XYZ format:
```
13
Properties=species:S:1:pos:R:3:forces:R:3
N 2.3690 0.0652 1.7523 -0.510 0.127 -0.900
C 1.8118 0.2088 0.7496 0.369 -0.107 0.747
C 1.1632 0.3580 -0.5423 0.141 -0.062 0.015
C -0.0952 -0.3408 -0.8611 -0.026 -0.330 -0.106
C -0.9066 -0.9002 0.2862 0.045 -0.028 0.015
C -1.2426 0.4780 0.8325 -0.136 -0.060 -0.128
N -0.0600 1.1578 -0.7206 -0.177 0.221 0.065
H 1.8601 0.5056 -1.3632 -0.089 -0.011 0.096
H -0.2306 -0.7076 -1.8748 0.062 0.031 0.137
H -1.7674 -1.4602 -0.0881 0.113 0.126 0.060
H -0.3376 -1.5327 0.9759 -0.060 0.105 -0.100
H -2.1974 0.8196 0.4104 0.145 -0.022 0.013
H -0.3667 1.3485 0.4431 0.123 0.008 0.086
```
Forces are in eV/Å.

# 4
Below is a molecular structure, C5H6N2, with properties calculated with ωB97M-V/def2-TZVPD.

energy relative to the best compared isomer or geometry (same formula, charge and spin): 538.47 kJ/mol
lowest unoccupied orbital energy (alpha / beta): -0.0399 / -0.0524 eV
gap between HOMO and LUMO (alpha / beta): 8.6 / 8.6 eV

The geometry in XYZ format:
```
13
Properties=species:S:1:pos:R:3:forces:R:3
N 2.1446 -0.0042 1.4411 -0.500 -0.279 -1.467
C 1.2247 0.6785 0.9670 -0.041 0.180 0.107
C 1.2958 0.2317 -0.3967 0.904 -0.726 0.468
C 0.0419 -0.3616 -0.9670 0.349 0.129 -0.077
C -0.9205 -0.9273 0.0914 -0.026 -0.070 0.040
C -1.2839 0.5353 0.1710 -0.932 -0.014 -0.761
N -0.6541 0.9624 -0.8758 -1.185 -0.149 0.054
H 2.0859 0.4296 -1.1046 0.320 0.258 0.517
H 0.0793 -0.7929 -1.9750 0.277 0.040 0.397
H -1.7643 -1.4597 -0.3540 0.209 -0.136 -0.017
H -0.4946 -1.5110 0.9130 -0.154 0.325 0.025
H -2.0597 1.0719 0.7063 0.210 0.194 0.253
H 0.3049 1.1472 1.3832 0.570 0.248 0.460
```
Forces are in eV/Å.

# 5
Below is a single C5H6N2 molecule, with properties calculated with ωB97M-V/def2-TZVPD.

energy relative to the best compared isomer or geometry (same formula, charge and spin): 260.68 kJ/mol
SMILES: N#C[C@H]1[C@H]2CCN21
lowest unoccupied orbital energy: 0.8941 eV
gap between HOMO and LUMO: 10.6 eV

The geometry in XYZ format:
```
13
Properties=species:S:1:pos:R:3:forces:R:3
N 2.6113 -0.4651 1.5030 -0.793 0.163 -0.883
C 1.9353 -0.2191 0.5953 0.410 -0.065 0.851
C 1.1820 0.1689 -0.5825 0.080 0.092 0.003
C -0.1356 -0.3529 -0.9584 -0.023 -0.396 -0.284
C -0.9452 -0.7124 0.2763 -0.033 -0.149 0.036
C -1.0277 0.8035 0.4862 -0.045 0.082 0.182
N 0.0068 1.0878 -0.5880 -0.060 0.158 -0.119
H 1.8458 0.3426 -1.4295 -0.169 0.370 0.252
H -0.3822 -0.5899 -1.9878 0.155 -0.304 0.123
H -1.8695 -1.2632 0.1071 0.009 0.205 0.067
H -0.3442 -1.2186 1.0372 -0.160 -0.107 -0.163
H -1.9571 1.1893 0.0511 0.233 -0.003 0.163
H -0.9197 1.2291 1.4900 0.396 -0.046 -0.230
```
Forces are in eV/Å.

# 6
Below is a single C5H6N2O molecule, with properties calculated with ωB97M-V/def2-TZVPD.

energy relative to the best compared isomer or geometry (same formula, charge and spin): 185.99 kJ/mol
SMILES: [H]/N=C1\C=C(CO)C=N1
lowest unoccupied orbital energy: -0.6813 eV
gap between HOMO and LUMO: 9.3 eV

The geometry in XYZ format:
```
14
Properties=species:S:1:pos:R:3:forces:R:3
C 1.7217 -0.3520 0.3492 -0.709 -0.149 1.013
C 0.2909 0.0209 0.0870 1.234 0.047 0.048
C -0.7646 -0.7378 -0.1188 -1.559 -2.059 0.067
C -1.9892 0.1696 -0.0577 1.075 -0.628 -0.676
C -0.1811 1.4066 0.0907 -1.847 -0.765 -0.006
H 2.8819 0.0570 -1.2936 -1.077 1.671 4.211
H 1.9396 -0.2249 1.4360 -0.300 -0.205 -0.587
H 1.8107 -1.3929 0.1020 0.380 -0.695 0.007
H -0.8289 -1.8549 -0.1979 0.152 1.272 0.149
H -3.3549 -1.1432 -0.2413 0.223 1.648 0.702
H 0.5087 2.2120 0.1798 0.050 0.880 -0.062
N -3.2283 -0.1009 -0.0380 0.371 -1.397 -0.732
N -1.4687 1.4875 -0.0130 0.457 1.418 0.636
O 2.6622 0.4532 -0.2845 1.550 -1.039 -4.771
```
Forces are in eV/Å.

# 7
Below is a single C5H6N2O molecule, with properties calculated with ωB97M-V/def2-TZVPD.

energy relative to the best compared isomer or geometry (same formula, charge and spin): 180.18 kJ/mol
SMILES: C[C@H]1[C@@H](C#N)N1C=O
lowest unoccupied orbital energy: 0.5750 eV
gap between HOMO and LUMO: 11.1 eV

The geometry in XYZ format:
```
14
Properties=species:S:1:pos:R:3:forces:R:3
C 1.3373 -0.7692 -1.0558 -2.878 2.359 0.198
C 0.2567 -0.5015 0.0815 0.929 0.941 -0.601
C -0.0752 0.9177 0.6548 0.493 -1.675 0.980
C 0.7795 1.9704 0.0954 0.080 0.873 -0.814
C -2.1824 -0.4871 0.5045 1.038 -0.306 1.001
H 2.3282 -0.5886 -0.6954 0.587 -0.605 0.512
H 1.2135 0.0477 -1.8261 -0.111 -1.179 0.422
H 1.0728 -1.7584 -1.4213 0.630 0.045 -0.290
H 0.2392 -1.3120 0.7673 -0.134 -0.425 0.862
H -0.2495 1.0039 1.7804 0.190 -0.165 -1.767
H -2.9022 0.2814 0.7674 -0.457 0.276 -0.189
N 1.5373 2.7322 -0.3515 -1.223 -1.201 0.794
N -1.0360 0.1073 -0.1553 0.250 -0.453 0.052
O -2.3193 -1.6437 0.8540 0.605 1.515 -1.159
```
Forces are in eV/Å.

# 8
Below is a single C5H6N2O molecule, with properties calculated with ωB97M-V/def2-TZVPD.

energy relative to the best compared isomer or geometry (same formula, charge and spin): 212.89 kJ/mol
SMILES: [H]/N=C(\C#N)C(=O)CC
lowest unoccupied orbital energy: -1.1770 eV
gap between HOMO and LUMO: 9.2 eV

The geometry in XYZ format:
```
14
Properties=species:S:1:pos:R:3:forces:R:3
C -0.7829 -0.4258 0.0715 1.622 -1.709 -2.004
C -0.9929 -1.9283 0.0200 -0.099 -0.345 -0.283
C 0.8381 -0.1496 -0.5507 -2.011 -0.451 1.612
C 1.1637 1.2178 -0.0684 1.794 0.870 1.594
N 2.3317 1.5695 0.3472 -1.061 -0.307 -1.503
C -0.0040 2.0491 0.2127 -0.837 2.700 -1.234
O 1.5512 -0.8658 -1.1965 -1.317 0.555 0.749
N -0.7350 2.9583 0.1672 0.999 -1.801 0.504
H 2.3468 2.5555 0.6257 -0.194 -0.319 0.472
H -1.1832 -0.1084 1.0369 1.175 0.728 0.113
H -1.3927 0.0658 -0.6865 -0.090 0.079 -0.084
H -1.9992 -2.1922 0.3590 0.124 0.004 -0.005
H -0.8768 -2.3080 -0.9995 0.065 -0.027 0.179
H -0.2650 -2.4380 0.6612 -0.170 0.023 -0.109
```
Forces are in eV/Å.

Per-record calculated total energy, Ha: -303.5092; -303.3952; -303.4135; -303.4310; -303.5368; -378.8001; -378.8023; -378.7899